Model w:
Density functional theory data (ωB97M-V/def2-TZVPD) for an isolated molecule of CH3Cl2FSi.

Output
Total charge: 0
M: 133.03 g mol⁻¹
LUMO energy: 0.1 eV
HOMO level: -10.130 eV

Bonds (Å) are listed after each position.
Atoms and positions in Å:
1 C -0.96343 0.63166 0.27943  Si2 1.858, H6 1.072, H7 1.147, H8 1.109
2 Si 0.39160 -0.58080 -0.10281  C1 1.858, F3 1.612, Cl4 1.968, Cl5 2.647
3 F 0.34066 -1.57006 -1.37500  Si2 1.612
4 Cl 1.29265 -1.58344 1.33109  Si2 1.968
5 Cl 2.39248 0.81951 -1.12476  Si2 2.647
6 H -0.85390 1.26394 -0.57962  C1 1.072
7 H -1.94858 0.04432 0.28439  C1 1.147
8 H -0.65149 0.97486 1.28727  C1 1.109

Quick look at the Mulliken charges, all values in e:
1. C -0.7735
2. Si 0.7609
3. F -0.2161
4. Cl -0.1434
5. Cl -0.4596
6. H 0.2581
7. H 0.2893
8. H 0.2843



Model x:
Density functional theory data (ωB97M-V/def2-TZVPD) for a cluster of 2 separate species, CH3Cl2FSi in total.

Output
Total charge: 0
M: 133.03 g mol⁻¹
LUMO energy (spin up / spin down): -1.9 / 0.0 eV
HOMO level (spin up / spin down): -9.146 / -8.900 eV

Bonds (Å) are listed after each position.
Atoms and positions in Å:
1 C -0.87633 -1.36333 -1.60055  F2 1.319, H6 1.078, H7 1.099
2 F 0.26200 -1.55857 -2.23780  C1 1.319
3 Si 0.39290 1.11104 1.09261  Cl4 2.128, Cl5 2.058, H8 1.417
4 Cl 2.28151 1.92919 0.55355  Si3 2.128
5 Cl 0.62179 0.03115 2.82998  Si3 2.058
6 H -0.99238 -0.29335 -1.53732  C1 1.078
7 H -1.14262 -1.90802 -0.68344  C1 1.099
8 H -0.54686 2.05190 1.58297  Si3 1.417

Quick look at the Mulliken charges, all values in e:
1. C -0.2550
2. F -0.1832
3. Si 0.4852
4. Cl -0.2211
5. Cl -0.2108
6. H 0.1685
7. H 0.2763
8. H -0.0599



model w comes first in stability; the runner-up is 4.926 eV higher.